{"formula": "C5H14N3", "method": "the ωB97M-V functional and the def2-TZVPD basis", "symbols": ["C", "N", "N", "C", "N", "C", "C", "C", "H", "H", "H", "H", "H", "H", "H", "H", "H", "H", "H", "H", "H", "H"], "positions_angstrom": [[-0.9398, -1.2054, -1.3987], [-0.9190, -0.6234, -0.0612], [-2.1794, -0.1435, 0.4976], [0.1763, 0.1601, 0.2316], [0.0804, 0.2283, 1.7349], [1.4801, -0.2812, -0.4407], [1.8115, 1.1507, -0.9038], [0.4518, 1.6014, -0.2029], [-0.4637, -0.4758, -2.0980], [-0.3569, -2.1034, -1.3881], [-1.9991, -1.4190, -1.4903], [-2.4114, 0.6591, -0.1369], [-2.8148, -0.9838, 0.2456], [0.9242, 0.3840, 2.2390], [-0.4381, -0.4965, 2.2685], [-0.6462, 0.9737, 1.8814], [1.3306, -1.1181, -1.1104], [2.1830, -0.7211, 0.2250], [2.6169, 1.7538, -0.5273], [1.6576, 1.4141, -1.9373], [0.4591, 2.3511, 0.5504], [-0.3423, 1.8098, -0.9040]], "mulliken_charge": [-0.946, -0.070, -0.753, 1.015, -0.273, -1.209, -0.345, -1.053, 0.324, 0.341, 0.337, 0.276, 0.317, 0.308, 0.346, 0.424, 0.330, 0.344, 0.331, 0.272, 0.443, 0.240], "homo_lumo_gap_ev": 9.87, "total_charge": 1, "homo_energy_ev": -12.94, "smiles": "CN(N)C1([NH3+])CCC1", "e_tot_ev": -9873.0793, "de_lowest_ev": 4.0871}